Entry 1:
{
  "formula": "C7H11Cl3NO2",
  "method": "ωB97M-V with the def2-TZVPD basis set",
  "orbital_gap_ev": [7.3, 9.3],
  "e_tot_ha": -1858.701971,
  "total_charge": 1,
  "lumo_ev": [-4.904, -4.244],
  "species": ["C", "C", "C", "C", "C", "C", "C", "N", "O", "O", "Cl", "Cl", "Cl", "H", "H", "H", "H", "H", "H", "H", "H", "H", "H", "H"],
  "xyz": [[-0.187, 0.071, 1.532], [0.916, -0.523, 1.182], [2.534, -2.438, 2.764], [-0.986, 2.251, 0.586], [-1.182, 0.739, 0.601], [1.209, -2.246, -0.553], [3.881, -1.868, 2.784], [1.443, -0.792, -0.138], [1.925, -3.294, 3.271], [-0.114, -2.554, -0.510], [3.753, -0.601, 4.037], [5.161, -3.083, 3.222], [4.313, -1.150, 1.222], [-0.417, 0.156, 2.583], [-1.127, 2.670, 1.577], [0.010, 2.517, 0.238], [-1.716, 2.706, -0.082], [-1.090, 0.339, -0.412], [-2.181, 0.502, 0.968], [1.680, -2.385, -1.534], [1.718, -2.852, 0.205], [1.011, -0.153, -0.825], [2.463, -0.623, -0.098], [-0.591, -2.355, -1.327]],
  "forces_ev_per_a": [[-0.43, 0.31, -0.26], [0.77, -0.76, 0.71], [-2.52, -0.41, -0.43], [-0.14, -0.01, -0.14], [0.34, -0.07, 0.12], [0.33, -0.46, -0.22], [1.93, 0.20, 0.97], [-0.15, 0.19, -0.08], [0.92, 0.57, -0.30], [-0.49, 0.09, 0.01], [0.10, -0.32, -0.36], [-0.85, 0.62, -0.23], [0.15, -0.11, 0.03], [0.09, -0.07, 0.25], [0.02, 0.08, 0.12], [0.07, 0.05, 0.00], [0.00, 0.08, 0.01], [-0.12, -0.04, 0.00], [-0.01, -0.10, -0.13], [-0.05, 0.14, 0.15], [-0.02, 0.25, -0.19], [0.22, -0.17, 0.11], [-0.38, 0.00, -0.16], [0.23, -0.07, 0.03]]
}

=====

Entry 2:
{
  "formula": "C4H14NOS",
  "method": "ωB97M-V with the def2-TZVPD basis set",
  "spin_multiplicity": 2,
  "orbital_gap_ev": [9.4, 6.7],
  "s2": 0.753,
  "de_lowest_kcal_mol": 0.0,
  "e_tot_ha": -688.872732,
  "lumo_ev": [0.841, -1.840],
  "species": ["C", "C", "C", "C", "S", "N", "H", "H", "H", "H", "H", "H", "H", "H", "H", "H", "H", "H", "H", "H", "O"],
  "xyz": [[-0.157, 1.423, -1.577], [-0.105, 0.693, -0.231], [-1.010, -0.561, -0.297], [-0.876, -1.510, 0.913], [-0.993, -0.472, 2.493], [1.210, 0.354, 0.304], [0.223, 0.707, -2.310], [0.598, 2.209, -1.455], [-1.212, 1.697, -1.644], [-0.576, 1.263, 0.628], [-2.077, -0.341, -0.386], [-0.671, -1.049, -1.220], [0.046, -2.088, 0.836], [-1.677, -2.247, 0.976], [-5.478, 2.003, -0.529], [1.941, 1.023, 0.144], [-5.316, 1.566, 0.033], [1.121, 0.072, 1.265], [4.031, 0.067, -2.694], [3.280, -0.542, -3.961], [3.192, -0.134, -3.095]],
  "forces_ev_per_a": [[1.11, -0.80, 2.04], [-1.19, -0.07, 2.26], [0.60, -0.54, -0.14], [0.03, 0.49, 0.56], [0.08, -0.95, -1.01], [0.01, -0.86, -1.38], [-0.39, 0.28, -0.31], [-0.71, 0.44, -0.63], [0.41, 0.45, -0.78], [-0.10, 0.44, -1.13], [0.18, 0.51, -0.22], [-0.32, -0.54, 0.23], [0.22, 0.42, 0.40], [-0.18, 0.27, -0.18], [-0.09, 0.25, -0.32], [-0.08, 0.23, 0.09], [0.10, -0.25, 0.33], [0.33, 0.21, 0.22], [0.55, -0.16, -0.28], [0.54, 0.11, 0.21], [-1.12, 0.06, 0.06]]
}

=====

no.,M (g mol⁻¹),F_max (eV/Å)
1,247.53,2.59
2,124.23,2.56